# 1
Entry from the OMol25 dataset: C27H75F3HfN5O14S as an isolated structure (ωB97M-V/def2-TZVPD).

- lowest unoccupied orbital energy (alpha / beta) (eV) = -6.72 / -6.72
- Kohn-Sham gap (alpha / beta) (Ha) = 0.1945 / 0.1945
- total charge = +2
- E_HOMO (alpha / beta) (eV) = -12.01 / -12.01
- ΔE to the lowest compared entry with this formula, charge and spin (kJ/mol) = 94.45
- 2S+1 = 2
- molecular weight (g/mol) = 961.5

Positions of all 126 atoms, in Å:
Hf (-1.472, -1.227, 3.358)
C (1.490, -0.396, -0.490)
F (1.710, -1.681, -0.284)
F (2.137, 0.376, 0.416)
F (1.832, -0.090, -1.748)
S (-0.367, -0.232, -0.148)
O (-0.671, 1.179, -0.253)
O (-1.101, -1.151, -1.061)
O (-0.565, -0.684, 1.267)
C (1.983, -2.832, -4.172)
O (3.186, -3.228, -3.622)
H (1.877, -3.162, -5.206)
H (1.152, -3.269, -3.620)
H (1.891, -1.764, -3.975)
H (3.868, -2.982, -4.251)
C (-0.271, -3.716, 1.071)
O (-0.205, -3.167, 2.385)
H (0.731, -3.797, 0.651)
H (-0.693, -4.721, 1.063)
H (-0.908, -3.120, 0.417)
H (0.479, -3.702, 2.795)
C (-4.304, 2.565, 2.150)
C (-3.959, 1.177, 1.740)
C (-4.024, 0.970, 0.201)
O (-3.877, -0.423, -0.097)
C (-4.300, -0.754, -1.448)
N (-2.558, 0.864, 2.198)
H (-3.760, 3.285, 1.539)
H (-3.871, 2.821, 3.117)
H (-5.371, 2.783, 2.117)
H (-4.717, 0.505, 2.143)
H (-3.317, 1.585, -0.356)
H (-4.985, 1.430, -0.026)
H (-3.444, -0.503, -2.075)
H (-5.258, -0.394, -1.822)
H (-4.296, -1.834, -1.592)
H (-2.421, 1.642, 2.828)
H (-1.996, 1.316, 1.490)
C (-5.087, 2.099, -4.724)
C (-3.664, 2.718, -4.875)
C (-2.910, 2.633, -3.508)
O (-1.695, 3.348, -3.741)
C (-0.562, 3.059, -2.912)
N (-2.905, 2.052, -5.872)
H (-5.623, 2.317, -5.648)
H (-5.594, 2.677, -3.952)
H (-4.999, 1.064, -4.394)
H (-3.845, 3.734, -5.226)
H (-2.754, 1.580, -3.274)
H (-3.378, 3.162, -2.677)
H (0.360, 3.538, -3.240)
H (-0.461, 1.974, -2.930)
H (-0.846, 3.348, -1.900)
H (-2.689, 1.080, -5.707)
H (-1.973, 2.417, -5.737)
C (0.193, 7.255, 0.597)
C (1.276, 7.068, -0.430)
C (1.369, 5.573, -0.864)
O (1.806, 4.676, 0.165)
C (1.992, 3.403, -0.323)
N (0.948, 7.826, -1.637)
H (0.533, 6.944, 1.585)
H (-0.675, 6.644, 0.348)
H (-0.144, 8.286, 0.707)
H (2.236, 7.448, -0.081)
H (2.115, 5.536, -1.659)
H (0.395, 5.288, -1.263)
H (2.717, 3.397, -1.137)
H (1.064, 2.881, -0.556)
H (2.439, 2.816, 0.479)
H (1.757, 8.042, -2.202)
H (0.817, 8.787, -1.356)
C (4.734, -1.683, -0.300)
C (5.882, -1.605, 0.591)
C (6.931, -0.512, 0.129)
O (7.659, -0.876, -1.036)
C (8.811, -1.701, -0.838)
N (5.528, -1.371, 1.967)
H (4.193, -0.743, -0.407)
H (3.986, -2.458, -0.136)
H (5.089, -1.924, -1.302)
H (6.381, -2.573, 0.636)
H (7.679, -0.283, 0.887)
H (6.387, 0.410, -0.075)
H (9.244, -2.111, -1.750)
H (8.464, -2.503, -0.186)
H (9.606, -1.156, -0.329)
H (6.288, -1.287, 2.627)
H (5.077, -0.467, 1.970)
C (1.872, -2.614, 6.219)
C (1.029, -1.712, 5.332)
C (1.808, -1.375, 4.009)
O (0.887, -0.492, 3.276)
C (1.306, 0.905, 3.298)
N (-0.229, -2.413, 5.076)
H (2.221, -3.571, 5.830)
H (1.360, -2.840, 7.154)
H (2.779, -2.066, 6.473)
H (0.819, -0.729, 5.754)
H (2.005, -2.281, 3.436)
H (2.765, -0.887, 4.191)
H (1.189, 1.315, 4.302)
H (0.631, 1.533, 2.716)
H (2.328, 1.070, 2.959)
H (-0.445, -2.457, 6.062)
H (0.075, -3.373, 4.992)
C (-2.858, -4.409, -2.459)
C (-1.843, -3.784, -3.445)
O (-1.896, -2.338, -3.371)
O (-2.316, -4.497, -1.152)
H (-3.297, -5.376, -2.708)
H (-3.759, -3.796, -2.445)
H (-2.017, -4.164, -4.451)
H (-0.825, -4.081, -3.195)
H (-1.712, -2.048, -2.474)
H (-1.654, -5.192, -1.143)
C (-3.777, -3.172, 1.714)
C (-3.348, -3.995, 2.960)
O (-2.568, -3.301, 3.919)
O (-2.838, -2.062, 1.540)
H (-4.804, -2.828, 1.838)
H (-3.786, -3.846, 0.857)
H (-2.748, -4.832, 2.603)
H (-4.116, -4.469, 3.572)
H (-2.775, -3.740, 4.747)
H (-3.236, -1.580, 0.812)

Atomic forces in eV per Å
1.5 -1.3 -4.8
-1.1 0.1 -0.1
0.7 -0.2 0.2
-0.3 -0.8 -1.0
-0.4 0.1 1.4
-2.5 -0.4 -1.2
0.2 -0.5 0.0
2.0 1.7 1.8
0.5 -0.3 0.3
-1.2 0.5 0.3
1.3 -0.8 0.5
-0.1 0.5 -0.2
0.1 -0.3 0.1
-0.4 0.3 -0.9
0.2 -0.1 0.1
-0.2 -0.3 -1.6
-0.1 0.2 0.8
0.0 0.2 0.0
-0.1 -0.1 0.4
0.3 0.2 0.3
0.0 0.1 0.5
0.4 1.3 -0.2
0.2 -1.2 -1.3
-0.3 0.4 1.2
-1.7 0.7 -0.5
1.6 -0.8 -0.5
-0.3 0.4 1.5
-0.2 0.1 -0.6
-0.6 -0.3 0.5
0.2 0.0 0.1
0.4 -0.4 0.3
0.5 -0.1 0.1
-0.5 -0.7 -0.6
-0.4 0.7 -0.4
0.1 0.6 0.6
-0.2 -0.2 0.7
0.1 -0.1 1.3
0.8 -0.9 -1.2
1.1 1.2 0.3
-1.7 -1.0 1.7
0.5 1.6 -0.9
1.0 0.2 -0.5
-1.8 -0.8 0.0
1.4 -0.1 -1.0
-0.1 -0.8 0.0
-0.2 -0.1 0.2
-0.4 -0.2 -0.5
0.5 0.2 0.4
0.2 -0.3 0.1
-0.6 -0.2 0.2
-0.4 0.2 -0.2
0.5 -0.2 0.2
0.5 0.1 0.3
-0.9 -0.6 0.3
0.4 0.6 -0.6
-0.2 -0.1 0.7
0.4 -0.6 -0.4
0.7 0.9 0.3
-0.7 1.6 0.2
0.5 -0.9 0.5
-0.3 0.8 -0.4
0.1 -0.1 0.0
-0.1 0.1 -0.1
0.1 0.1 -0.2
0.2 -0.5 0.6
0.0 -0.1 -0.4
-0.1 -0.1 0.0
-0.1 -0.1 -0.4
-0.2 0.1 -0.5
0.2 0.0 0.2
0.6 -1.0 -0.4
-0.9 0.3 0.5
-1.3 -0.2 -1.9
3.1 0.0 1.1
0.3 -1.2 -0.5
-0.2 0.3 -1.1
-0.8 0.1 1.2
-1.6 0.6 0.8
0.1 0.2 0.2
0.3 -0.1 0.7
0.1 0.2 -0.2
0.2 -0.1 -0.5
-0.2 -0.2 0.6
0.0 0.1 -0.3
-0.6 0.3 -0.2
0.5 -0.5 0.0
0.0 0.2 0.1
0.4 -0.2 -0.3
-0.3 0.4 0.4
0.7 0.9 0.9
3.1 0.1 -1.5
-1.7 0.0 0.9
0.3 -0.2 0.6
-0.5 0.6 0.5
-0.2 0.9 0.4
-0.3 0.0 -0.7
0.0 0.1 0.1
0.1 -0.1 0.2
-0.1 -0.2 0.5
-0.1 0.2 -0.3
-0.2 0.1 0.1
0.3 -0.3 0.3
0.0 -0.5 -0.5
-0.1 -0.5 -0.1
-1.7 0.1 0.4
-0.3 -0.6 -1.0
0.0 -0.1 -0.7
-0.5 0.5 0.9
-0.5 -1.2 -1.1
-0.2 0.4 0.9
0.6 -0.3 -0.6
0.2 0.5 0.3
-0.2 0.6 -0.1
0.0 -0.4 0.2
0.3 -0.2 0.2
0.0 -0.1 -0.2
0.0 -0.2 1.5
-0.2 -1.6 -1.3
0.5 2.1 0.1
-0.3 -2.2 2.6
0.1 0.5 0.0
0.4 0.2 -0.1
0.2 0.0 -0.1
-0.8 0.2 -0.8
0.3 0.4 0.5
-0.1 1.9 -1.2

***

# 2
Entry from the OMol25 dataset: C5H6N2O as an isolated structure (ωB97M-V/def2-TZVPD).

- lowest unoccupied orbital energy (alpha / beta) (eV) = -1.22 / -1.13
- Kohn-Sham gap (alpha / beta) (Ha) = 0.2839 / 0.2792
- total charge = 0
- E_HOMO (alpha / beta) (eV) = -8.95 / -8.72
- ΔE to the lowest compared entry with this formula, charge and spin (kJ/mol) = 702.38
- molecular weight (g/mol) = 110.1

Positions of all 14 atoms, in Å:
N (1.377, -0.256, 0.853)
C (0.348, 0.554, 0.944)
C (0.020, -0.371, -1.783)
C (-0.372, 1.146, 1.893)
C (-0.901, -1.325, -1.850)
O (1.742, -0.864, 2.040)
C (-0.259, 0.964, -0.887)
N (-0.790, 1.989, -1.115)
H (2.692, -1.037, 1.996)
H (0.532, -0.081, -2.694)
H (-1.045, 1.919, 1.556)
H (-0.627, 0.739, 2.857)
H (-1.623, -1.486, -1.059)
H (-1.093, -1.892, -2.752)

Atomic forces in eV per Å
-0.1 -0.4 -0.7
1.1 -0.5 -2.2
-1.8 2.7 -0.1
-2.0 0.4 0.7
-0.2 0.3 0.5
-0.4 0.8 0.7
2.1 -4.2 0.9
-0.4 1.2 -0.1
-0.1 -0.1 -0.5
0.5 -0.2 0.3
0.1 0.3 0.0
0.6 -0.2 0.3
0.1 0.1 0.1
0.6 -0.3 0.1

***

# 3
Entry from the OMol25 dataset: a 9-piece molecular cluster, H18O9 overall (ωB97M-V/def2-TZVPD).

- lowest unoccupied orbital energy (eV) = -0.03
- Kohn-Sham gap (Ha) = 0.3603
- total charge = 0
- SMILES = O.O.O.O.O.O.O.O.O
- E_HOMO (eV) = -9.84
- ΔE to the lowest compared entry with this formula, charge and spin (kJ/mol) = 370.12
- molecular weight (g/mol) = 162.1

Positions of all 27 atoms, in Å:
H (1.204, -1.663, -0.922)
H (0.397, -0.417, -0.596)
H (-0.907, 3.356, 2.313)
H (-0.711, 1.938, 1.801)
H (3.443, 0.915, -0.303)
H (3.045, 1.916, -1.375)
H (-3.005, 2.073, -4.162)
H (-1.878, 2.329, -3.174)
H (-2.959, 0.004, 1.916)
H (-2.906, 0.245, 0.416)
H (2.310, -3.914, -1.996)
H (2.715, -3.035, -0.824)
H (3.409, -0.261, 1.492)
H (3.841, -1.263, 2.550)
H (-2.933, -1.996, 3.132)
H (-1.582, -2.163, 2.457)
H (-0.262, 1.352, -1.353)
H (-0.045, 2.856, -1.356)
O (0.305, -1.365, -0.743)
O (-1.157, 2.442, 2.492)
O (2.675, 1.264, -0.769)
O (-2.772, 1.973, -3.232)
O (-3.384, -0.253, 1.090)
O (1.945, -3.328, -1.324)
O (4.098, -0.904, 1.694)
O (-2.527, -2.134, 2.269)
O (0.420, 2.021, -1.478)

Atomic forces in eV per Å
-0.3 -0.2 -0.3
0.1 -0.1 0.0
-0.1 -0.1 0.1
0.0 0.0 0.1
0.2 0.0 -0.2
-0.2 0.0 0.0
0.0 -0.1 0.1
0.0 -0.1 -0.1
-0.1 -0.1 -0.2
-0.2 0.0 0.0
-0.1 0.1 0.0
0.1 -0.2 0.1
0.0 -0.1 0.1
0.1 0.0 -0.1
0.0 -0.2 0.0
0.0 -0.2 -0.1
0.0 0.0 -0.2
0.0 0.0 0.0
-0.2 0.7 0.3
0.1 0.0 -0.2
0.7 -0.4 0.4
0.1 0.1 0.0
-0.3 1.2 -0.6
0.5 -0.2 0.0
-0.1 0.1 0.0
0.5 -0.7 0.9
-0.7 0.4 -0.1